1.
The following is a DFT calculation (ωB97M-V/def2-TZVPD) of a 2-piece molecular cluster, C4H7NS overall at a distorted geometry.

Geometry as XYZ:
```
13
Properties=species:S:1:pos:R:3:forces:R:3:lowdin_charge:R:1
S 3.605278 -0.212795 -0.588562 1.20 -0.88 0.17 0.4423
N 2.272648 0.721374 -0.509603 -1.81 1.77 -0.47 -0.6701
C -1.580587 0.460285 -1.262412 -0.83 -0.96 2.12 0.0611
C -1.654749 -1.418999 0.676768 2.45 1.59 0.72 -0.1144
C 1.482434 1.049227 0.482471 0.62 -1.43 0.59 -0.0754
C -1.716192 -0.366496 -0.370193 0.71 0.59 -0.77 -0.1944
H -2.118723 -1.098366 1.618451 0.64 0.80 0.01 0.0716
H 0.570177 1.588181 0.208930 0.46 -0.09 0.50 0.0612
H 2.036177 1.159087 -1.441465 0.00 -0.56 1.41 0.1053
H 1.698874 0.561810 1.521310 -0.47 1.16 -2.15 0.1159
H -0.497824 -1.687996 0.886529 -2.99 0.10 -0.58 0.1364
H -1.733840 1.410768 -1.716526 0.21 -0.12 -0.52 0.0199
H -2.363669 -2.166078 0.494304 -0.20 -1.96 -1.03 0.0405
```
Positions in Å, forces in eV/Å.

Its highest occupied orbital energy (spin up / spin down) is -8.00 / -8.00 eV. The value obtained for the energy above the lowest of the compared OMol25 structures with the same formula, charge and spin is 101.1 kcal per mole. The spin multiplicity is 1. Its SMILES is C=[NH+][S-].C#CC. The LUMO energy (spin up / spin down) is 0.14 / 0.14 eV.

2.
The following is a DFT calculation (ωB97M-V/def2-TZVPD) of a single C4H7NS molecule at a distorted geometry.

Geometry as XYZ:
```
13
Properties=species:S:1:pos:R:3:forces:R:3:lowdin_charge:R:1
S 0.437717 1.270999 -0.016472 -0.86 -0.87 0.63 0.8472
N -1.813690 -0.301105 0.084659 -0.95 -1.29 0.39 -0.0759
C -0.479447 -0.276193 0.124545 4.69 -6.28 1.17 -0.6193
C 2.116351 0.676000 -0.167830 0.04 3.30 -2.39 -0.4301
C 0.107781 -1.707864 0.383374 2.72 8.75 0.19 0.0748
C -2.531177 0.670824 -0.195135 -0.27 1.13 -0.31 -0.0476
H 1.203410 -1.800471 0.823158 -2.32 0.21 -1.52 0.0684
H 2.512271 0.077525 0.587642 0.81 -0.08 1.81 0.0048
H 2.678719 1.653081 -0.580738 -0.74 -2.42 1.53 0.0945
H -3.552222 0.582109 -0.011049 -1.85 -0.25 0.01 0.0553
H -2.221630 1.616250 -0.579444 0.69 0.84 -0.22 0.0532
H -0.505984 -2.495963 0.539333 -2.18 -2.05 0.22 -0.0235
H 2.047898 0.034804 -0.992049 0.23 -1.00 -1.51 -0.0018
```
Positions in Å, forces in eV/Å.

Its highest occupied orbital energy (spin up / spin down) is -7.96 / -7.96 eV. The value obtained for the energy above the lowest of the compared OMol25 structures with the same formula, charge and spin is 85.7 kcal per mole. The spin multiplicity is 1. Its SMILES is C=NC(=C)SC. The LUMO energy (spin up / spin down) is -0.08 / -0.08 eV.

3.
The following is a DFT calculation (ωB97M-V/def2-TZVPD) of a single C4H7NS molecule at a distorted geometry.

Geometry as XYZ:
```
13
Properties=species:S:1:pos:R:3:forces:R:3:lowdin_charge:R:1
S -0.093635 1.512218 -0.061906 -0.51 1.11 0.16 0.8049
N -0.164145 -2.076835 -0.048135 2.62 -2.69 0.28 0.0550
C -0.170834 -0.933229 0.752927 2.88 1.36 -0.31 -0.4388
C 0.357102 -0.812167 -0.724510 -3.12 -2.12 0.86 -0.3402
C 1.218408 0.386228 -0.733550 1.86 0.36 0.99 -0.4418
C -1.145771 0.152283 0.795914 -0.16 1.83 1.63 -0.3785
H 2.144256 0.516089 -0.112876 -1.03 -0.85 0.08 0.0835
H -1.288261 0.562266 1.838837 -0.10 -0.44 -1.05 0.0819
H 0.511079 -2.855500 0.323962 -1.37 2.07 -0.98 0.1442
H -0.569176 -0.538940 -1.286814 1.21 -0.37 -0.18 0.1115
H -2.117785 -0.042317 0.343870 0.24 0.12 -0.31 0.0874
H 0.768430 -0.674176 1.376460 -1.69 -0.89 -0.50 0.1631
H 1.645199 0.616253 -1.700685 -0.83 0.52 -0.66 0.0679
```
Positions in Å, forces in eV/Å.

Its highest occupied orbital energy is -8.59 eV. The value obtained for the energy above the lowest of the compared OMol25 structures with the same formula, charge and spin is 100.9 kcal per mole. The spin multiplicity is 1. Its SMILES is C1SC[C@H]2N[C@H]12. The LUMO energy is 0.94 eV.

4.
The following is a DFT calculation (ωB97M-V/def2-TZVPD) of a single C4H7NS2 molecule at a distorted geometry.

Geometry as XYZ:
```
14
Properties=species:S:1:pos:R:3:forces:R:3:lowdin_charge:R:1
S 2.746518 -0.096552 -0.000359 -0.11 -0.28 -0.04 0.6240
S -0.111271 1.379615 0.002537 -0.62 0.32 -0.02 0.8225
N 0.065215 -0.324901 -0.006567 1.02 -1.17 -0.07 -0.5251
C -2.375572 -0.936495 0.010279 0.03 -1.26 -0.05 -0.1806
C -3.089053 0.358125 -0.012255 -2.76 2.39 0.35 -0.1893
C -1.059015 -1.209937 0.002757 -0.20 0.06 0.53 -0.1623
C 1.323723 -0.902989 -0.021949 -0.98 0.99 0.12 -0.7259
H -2.975630 1.044866 0.907374 0.22 -1.23 -1.27 0.0869
H -0.687258 -2.236558 0.138221 -0.51 0.46 -0.37 0.1139
H -3.084809 -1.807232 0.002016 1.20 0.66 0.15 0.1128
H 1.206267 1.648805 0.083954 0.14 -0.34 0.00 -0.2021
H -4.264708 0.229723 -0.065852 2.38 -0.12 0.09 0.1030
H 1.263114 -1.987607 -0.027996 0.06 0.03 -0.03 0.0609
H -2.877941 1.001073 -0.899594 0.12 -0.52 0.61 0.0615
```
Positions in Å, forces in eV/Å.

Its highest occupied orbital energy is -8.25 eV. The value obtained for the energy above the lowest of the compared OMol25 structures with the same formula, charge and spin is 35.9 kcal per mole. The spin multiplicity is 1. Its SMILES is C/C=C\N(S)C=S. The LUMO energy is 0.33 eV.

5.
The following is a DFT calculation (ωB97M-V/def2-TZVPD) of a single C4H7NS2 molecule at a distorted geometry.

Geometry as XYZ:
```
14
Properties=species:S:1:pos:R:3:forces:R:3:lowdin_charge:R:1
S 1.837735 -0.358955 -0.163528 -0.74 3.42 -0.30 0.8246
S -2.116998 0.041269 -0.603630 0.93 -0.58 -1.34 0.8332
N -1.546106 0.764907 0.751368 1.78 -1.33 3.03 -0.3650
C 0.280433 -0.827590 0.501061 -2.36 -1.65 0.37 -0.7725
C -0.524242 0.155333 1.323602 -0.67 2.26 0.77 -0.2839
C 1.084821 1.410342 -0.631795 4.27 -2.92 -5.85 -0.2662
C -0.809619 -1.243849 -0.596284 1.77 -3.62 0.60 -0.4691
H -0.188142 0.470047 2.402505 -0.60 -0.33 -2.34 0.1511
H 0.510959 -1.700180 1.145731 -0.26 0.26 -0.45 0.0894
H 1.931105 2.057355 -0.924855 -0.47 -0.16 0.76 0.0398
H 0.513966 1.294154 -1.604052 0.67 -0.26 0.98 0.0517
H 0.413916 1.740705 -0.000395 -2.52 1.78 3.72 -0.0647
H -0.142929 -1.572046 -1.561478 -2.35 1.01 2.02 0.1195
H -1.244895 -2.231486 -0.038254 0.56 2.10 -1.97 0.1122
```
Positions in Å, forces in eV/Å.

Its highest occupied orbital energy is -8.45 eV. The value obtained for the energy above the lowest of the compared OMol25 structures with the same formula, charge and spin is 55.5 kcal per mole. The spin multiplicity is 1. Its SMILES is CS[C@H]1C=NSC1. The LUMO energy is 0.61 eV.

6.
The following is a DFT calculation (ωB97M-V/def2-TZVPD) of a 2-piece molecular cluster, C4H7NS2 overall at a distorted geometry.

Geometry as XYZ:
```
14
Properties=species:S:1:pos:R:3:forces:R:3:lowdin_charge:R:1
S -3.964059 0.441321 -0.256729 0.23 1.09 -0.78 0.3055
S -3.105622 -1.206816 0.332312 0.40 -1.19 0.14 -0.0427
N -1.292073 1.529335 0.075342 1.33 -0.21 -0.03 0.0981
C 1.734660 0.177238 0.212251 -0.72 1.28 -0.89 -0.0716
C -0.572323 0.621907 0.116345 -1.85 0.67 -0.30 -0.2613
C 0.349204 -0.458239 0.208590 -1.40 -2.23 1.93 -0.3003
C 1.241687 -0.647595 -0.949574 1.22 -1.05 -0.67 -0.1171
H 0.865963 -0.271934 -1.861582 0.04 1.34 -0.77 0.0939
H 2.525562 -0.018964 0.913949 0.11 -0.66 -0.17 0.1029
H -2.834111 1.315170 -0.531345 -1.09 -0.72 0.32 -0.0898
H 1.567731 1.258179 0.021012 0.67 -0.74 0.39 0.1140
H -0.172742 -1.355712 0.764712 1.78 1.86 -0.74 0.1610
H 1.738725 -1.583454 -1.260324 -0.50 0.10 1.25 0.1203
H -4.156731 1.088571 0.893259 -0.22 0.45 0.31 -0.1128
```
Positions in Å, forces in eV/Å.

Its highest occupied orbital energy is -8.08 eV. The value obtained for the energy above the lowest of the compared OMol25 structures with the same formula, charge and spin is 69.0 kcal per mole. The spin multiplicity is 1. The LUMO energy is 0.63 eV.

7.
The following is a DFT calculation (ωB97M-V/def2-TZVPD) of a single C4H7NS3 molecule at a distorted geometry.

Geometry as XYZ:
```
15
Properties=species:S:1:pos:R:3:forces:R:3:lowdin_charge:R:1
S 0.521532 0.142601 -2.964022 -0.95 0.07 0.56 0.6024
S -2.225523 -0.189323 0.461898 0.23 0.49 -0.96 0.9128
S 1.623649 -1.474105 -0.114518 0.20 -0.93 -0.56 0.7465
N -1.438140 -0.055017 -1.132883 0.71 0.26 -0.33 -0.2800
C 0.363838 0.728571 1.045497 0.31 0.50 0.56 -0.2888
C -0.134514 0.078462 -1.414682 0.24 0.10 0.24 -0.9194
C -0.767972 -0.109914 1.517923 0.17 -2.24 1.00 -0.5440
C 0.846595 0.144175 -0.260059 2.05 1.52 -1.15 -0.7446
H -1.011347 0.242140 2.510087 -0.94 0.08 0.15 0.0784
H 0.038576 1.793024 0.908297 0.35 -0.85 0.01 0.1378
H 1.759350 -1.622124 -1.489969 -0.04 0.14 1.16 -0.1139
H 1.126412 0.704092 1.900667 -0.65 0.07 -1.54 0.1463
H -1.976386 0.018005 -2.003874 -0.43 -0.25 0.88 0.0963
H -0.412214 -1.185267 1.673481 -0.37 1.41 -0.27 0.0769
H 1.686143 0.784680 -0.637843 -0.90 -0.38 0.25 0.0932
```
Positions in Å, forces in eV/Å.

Its highest occupied orbital energy is -8.35 eV. The value obtained for the energy above the lowest of the compared OMol25 structures with the same formula, charge and spin is 16.5 kcal per mole. The spin multiplicity is 1. Its SMILES is S=C1NSCC[C@H]1S. The LUMO energy is 0.46 eV.

8.
The following is a DFT calculation (ωB97M-V/def2-TZVPD) of a 2-piece molecular cluster, C4H7NSSi overall at a distorted geometry.

Geometry as XYZ:
```
14
Properties=species:S:1:pos:R:3:forces:R:3:lowdin_charge:R:1
S 2.757402 0.775088 0.037383 -1.41 -1.55 0.62 0.8974
Si -2.023370 2.348397 0.014402 1.64 -1.79 -0.32 0.7418
N 1.194715 1.391643 0.155154 0.25 0.39 -0.46 -0.3849
C 0.312990 0.452459 0.050265 -0.79 2.81 0.24 -0.3153
C 0.762147 -0.854203 -0.068439 1.04 -2.07 0.82 -0.4025
C -0.235749 -2.016071 -0.027647 2.15 -2.13 -0.94 -0.0850
C 2.191414 -0.905417 0.058423 -2.62 2.84 -1.16 -0.3106
H -1.079587 -1.912090 0.680458 0.86 -0.06 -0.16 0.0721
H -0.649758 -2.383861 -1.000263 0.12 1.14 0.39 0.0726
H -3.247578 2.557908 0.769093 -0.29 -0.20 0.43 -0.1730
H -2.507359 2.038446 -1.406815 0.82 0.68 0.73 -0.1221
H -0.874818 3.073158 0.668713 -0.53 0.10 -0.94 -0.1195
H 2.922096 -1.655162 -0.064084 0.30 -1.08 0.06 0.0385
H 0.477453 -2.910299 0.133361 -1.55 0.92 0.69 0.0905
```
Positions in Å, forces in eV/Å.

Its highest occupied orbital energy (spin up / spin down) is -8.43 / -7.86 eV. The value obtained for the energy above the lowest of the compared OMol25 structures with the same formula, charge and spin is 85.9 kcal per mole. The spin multiplicity is 1. The LUMO energy (spin up / spin down) is -0.94 / -1.08 eV.